# 1
ORCA calculation (ωB97M-V/def2-TZVPD) on a structure of composition C37H52AsIN4OPTeZr.

Output
Kohn-Sham gap   7.3 eV
Lowest unoccupied orbital energy   -2.5 eV
Charge   +1
Energy relative to the best compared isomer or geometry (same formula, charge and spin)   10.94 kcal/mol

Geometry as XYZ:
```
99
Properties=species:S:1:pos:R:3:lowdin_charge:R:1
H 3.54 -3.80 1.77 0.09
C 2.22 0.53 2.40 -0.27
H 4.70 -1.74 -5.95 0.08
H 0.50 1.65 1.78 0.05
C 2.31 -0.61 1.58 -0.29
P -2.86 2.09 1.04 0.59
N -2.33 3.60 0.68 -0.28
H 1.70 2.60 2.66 0.08
C 2.72 0.48 3.69 -0.01
H 3.22 -2.90 0.27 0.06
C -5.30 2.25 2.25 -0.08
H 1.88 -3.50 1.25 0.06
H 5.93 -0.71 -5.21 0.09
H -3.08 -0.02 3.56 0.09
H -6.24 1.71 2.13 0.10
C 0.71 -1.57 -3.14 -0.08
C -3.27 -4.51 -1.48 -0.22
C 2.86 -1.79 2.10 -0.30
C 3.31 -0.67 4.21 -0.25
H -1.17 2.36 4.11 0.09
C 2.18 -1.37 -2.86 -0.26
C -0.90 3.82 0.46 -0.07
C 4.11 -0.84 -1.50 -0.27
C 4.80 -0.42 -0.23 -0.04
H -2.96 -3.89 -2.31 0.06
As 1.38 -0.90 -0.14 1.23
H 1.99 2.14 0.97 0.07
C 3.01 -1.52 -3.96 -0.01
C -2.14 2.50 3.62 -0.08
C 2.88 -3.07 1.30 -0.07
H 5.75 0.06 -0.47 0.09
H 3.11 -0.36 6.32 0.08
H -5.54 3.44 -0.22 0.09
C 2.65 2.78 -2.81 -0.06
H -2.30 -1.52 -3.54 -0.04
H 2.65 1.37 4.31 0.12
C 0.92 1.53 -1.66 -0.40
H -2.80 0.17 -3.64 -0.04
Zr -1.31 -0.24 -1.05 1.01
H -5.53 3.30 2.45 0.09
H -2.93 2.32 4.35 0.09
C 2.72 -1.04 -1.60 -0.26
H 2.57 -1.78 -4.92 0.13
C -5.20 2.40 -0.21 -0.10
H -4.77 1.83 3.10 0.07
C 0.38 2.95 -3.56 -0.08
C -2.86 -4.20 -0.19 -0.64
I -4.24 -1.09 -1.74 0.82
C -3.05 4.81 1.07 -0.09
H -2.61 5.28 1.96 0.09
C 3.37 -1.79 3.39 0.00
C 2.25 1.94 -1.79 -0.04
C -2.46 -0.61 -2.95 -0.70
C 1.71 3.29 -3.71 -0.08
H -4.39 -5.86 -2.72 0.11
C 4.38 -1.36 -3.86 -0.25
H -4.10 4.57 1.28 0.06
C -0.02 2.08 -2.56 -0.08
H -6.06 1.75 -0.33 0.09
C -4.48 -6.42 -0.65 -0.09
H 5.92 -2.44 -4.89 0.09
C -4.08 -5.61 -1.71 -0.09
H 2.97 1.58 -1.07 0.09
H 4.19 -1.69 5.88 0.08
C -4.09 -6.09 0.64 -0.09
C 3.86 -0.69 5.61 -0.04
H -0.41 4.20 1.36 0.09
C 1.57 1.80 1.92 -0.06
H -0.36 3.37 -4.23 0.11
C 4.90 -1.01 -2.62 0.00
H 0.39 -0.92 -3.95 0.10
H -5.08 -7.30 -0.83 0.10
H -1.33 -0.09 3.33 0.10
N -2.23 1.59 2.48 -0.29
H 0.08 -1.37 -2.27 -0.09
C 5.28 -1.57 -5.05 -0.04
H -2.97 -4.74 1.88 0.09
Te -1.26 -2.79 0.15 0.85
N -4.51 2.07 1.04 -0.29
H -2.42 -0.45 1.99 0.01
O -2.37 1.14 -0.05 -0.50
H 0.51 -2.60 -3.43 0.11
H -4.53 2.24 -1.05 0.06
H 5.02 -1.28 0.41 0.09
N 0.48 0.64 -0.69 -0.44
C -2.27 0.18 2.86 -0.08
H 4.21 0.27 0.36 0.06
H 4.72 -0.02 5.69 0.09
H 2.02 3.95 -4.51 0.11
H 5.97 -0.83 -2.52 0.13
H 3.82 -2.70 3.77 0.12
H -2.21 3.54 3.28 0.07
H -1.09 1.86 -2.43 0.08
H -4.41 -6.71 1.48 0.10
H -3.02 5.53 0.26 0.10
H 3.69 3.06 -2.91 0.11
H -0.76 4.54 -0.34 0.10
H -0.42 2.89 0.17 0.04
C -3.28 -4.99 0.87 -0.17
```

=====

# 2
ORCA calculation (ωB97M-V/def2-TZVPD) on the molecule CH2N2O3.

Output
Kohn-Sham gap   10.6 eV
Lowest unoccupied orbital energy   -0.9 eV
Structure (SMILES)   O=[N+]([O-])N1CO1
Charge   0
Energy relative to the best compared isomer or geometry (same formula, charge and spin)   116.11 kcal/mol

Geometry as XYZ:
```
8
Properties=species:S:1:pos:R:3:lowdin_charge:R:1
H -0.02 -0.14 2.05 0.13
C -0.04 0.32 1.08 -0.19
O 0.34 0.67 -1.61 0.13
H 0.72 0.96 0.90 0.09
N -0.36 -0.60 0.05 0.13
O 0.43 -1.44 -1.79 0.12
O -1.27 0.65 0.53 0.05
N 0.21 -0.42 -1.20 -0.46
```

=====

# 3
ORCA calculation (ωB97M-V/def2-TZVPD) on a structure of composition C24H26N4O4.

Output
Kohn-Sham gap   7.4 eV
Lowest unoccupied orbital energy   -0.3 eV
Charge   0
Energy relative to the best compared isomer or geometry (same formula, charge and spin)   600.88 kcal/mol

Geometry as XYZ:
```
58
Properties=species:S:1:pos:R:3:lowdin_charge:R:1
C 4.96 2.20 -0.62 -0.08
C 3.35 0.61 -0.86 -0.33
C 3.07 -1.82 0.93 -0.41
C 3.45 -0.99 1.86 -0.09
H 5.23 -1.46 -0.31 0.10
H -2.54 -1.99 2.63 0.14
C 1.39 1.70 -0.10 0.08
O -4.23 -0.49 -1.40 -0.10
N 4.76 0.82 -1.01 0.13
H -3.86 -2.33 0.55 0.10
H 4.07 -1.48 2.67 0.14
H -1.53 -2.93 -0.75 0.12
C -0.61 -1.07 3.83 0.01
H -1.31 -1.52 4.34 0.04
C -3.67 -0.41 -0.07 -0.17
C 3.74 2.61 -0.26 -0.21
N 2.27 -1.59 -0.32 0.08
C 4.45 -2.31 0.11 -0.05
O -0.93 0.18 3.04 -0.09
C -3.53 -1.41 0.70 -0.13
C 2.79 -0.44 -1.46 0.02
H -0.35 -1.80 3.09 0.08
C -3.15 2.10 -0.90 0.01
H -1.26 4.31 0.77 0.00
N -0.13 -0.20 -1.85 0.17
H 1.20 1.28 0.66 -0.04
H 0.77 1.37 -0.89 0.05
O -1.40 -0.23 -2.31 0.04
H 0.12 -0.81 4.34 0.01
C -2.65 -1.40 1.64 0.01
O 0.67 -2.34 0.84 -0.13
H -2.66 4.08 -1.03 0.08
C -2.44 3.21 -0.51 -0.06
H 4.32 -2.93 -0.79 0.06
H 3.36 -1.05 -1.91 0.07
H -3.66 1.81 -1.64 0.05
C -1.35 -2.08 -1.30 0.08
H -0.96 2.48 2.45 0.16
C -2.15 0.90 1.11 -0.06
H 2.42 -0.49 2.10 0.13
C -2.99 0.98 -0.07 -0.05
C -1.67 2.41 1.40 0.04
N 2.83 1.74 -0.38 -0.10
C -3.42 -1.26 -2.40 -0.04
C -1.78 3.58 0.69 -0.05
C -2.09 -1.28 -1.95 -0.39
H 5.92 2.56 -0.53 0.06
C -1.93 -0.10 2.03 -0.14
H -3.84 -2.47 -2.07 0.21
H 3.78 0.07 1.53 0.11
H 2.76 -2.74 1.06 0.08
H -3.57 -0.98 -3.46 0.14
C -0.19 -1.28 -0.97 -0.16
H 1.21 3.08 0.12 0.21
H 1.99 -0.42 -1.90 0.02
H 3.54 3.59 0.58 0.20
H 5.11 -2.87 0.88 0.08
C 0.96 -1.57 -0.37 -0.25
```

=====

# 4
ORCA calculation (ωB97M-V/def2-TZVPD) on a structure of composition C22H41BCrN7P.

Output
Kohn-Sham gap (spin up / spin down)   7.6 / 6.1 eV
Lowest unoccupied orbital energy (spin up / spin down)   0.6 / -1.5 eV
<S²>   6.034
Charge   0
Spin multiplicity   5
Energy relative to the best compared isomer or geometry (same formula, charge and spin)   0.00 kcal/mol

Geometry as XYZ:
```
73
Properties=species:S:1:pos:R:3:lowdin_spin:R:1
C -0.08 3.17 -0.30 0.01
H 0.92 -6.11 0.43 0.00
H -2.87 1.99 0.93 0.00
C 1.47 -2.95 1.17 0.01
C -1.08 1.69 2.19 0.02
C -2.99 -1.85 -0.81 0.02
C -0.68 0.64 3.23 0.00
H -3.15 1.17 2.47 0.00
H -0.29 3.47 3.25 0.00
C 0.31 4.47 0.43 0.00
C 2.31 0.31 1.93 0.00
Cr 0.00 -1.20 -1.02 2.96
H -0.52 -0.31 -3.54 0.00
H 0.48 4.03 -2.16 0.00
H 1.48 -0.78 -1.33 0.10
H 2.75 1.47 -0.53 0.00
C 1.15 -2.14 -3.77 0.01
C -3.89 -2.93 -0.94 0.00
H -0.54 -0.34 2.75 0.00
H -3.19 -0.80 -0.63 0.00
H 0.48 -5.35 -4.13 0.00
N 0.40 -4.19 -0.28 0.00
H 1.83 3.19 -1.41 0.00
N -0.06 0.22 0.13 0.62
H 2.93 3.14 0.12 0.00
H 1.67 -3.30 -5.58 0.00
H 1.81 -2.07 1.69 0.00
H -0.73 -5.65 -1.66 0.00
H -1.88 2.91 3.77 0.00
H 2.34 -0.36 1.07 0.00
N -1.73 -2.29 -1.00 0.01
H 3.13 2.70 2.95 0.00
C -1.23 3.05 2.88 0.00
N 0.68 -2.87 0.08 0.01
H -1.89 2.33 -1.19 0.00
H -2.21 3.55 0.11 0.00
H 0.54 2.26 -2.20 0.00
N 0.21 -3.82 -2.71 0.00
C 1.92 1.72 1.48 0.03
H -4.96 -2.88 -0.84 0.00
H -1.63 4.06 -1.47 0.00
C 1.03 -5.04 0.56 0.01
H 0.06 5.31 -0.24 0.00
C -2.45 1.27 1.62 0.01
H 1.39 4.54 0.64 0.00
H 1.46 -1.12 -3.95 0.00
H -1.52 0.54 3.94 0.00
H 1.63 -0.10 2.69 0.00
C 1.24 -3.26 -4.60 0.00
H 1.50 2.38 3.54 0.00
C -3.11 -4.04 -1.21 0.01
N 0.53 -2.47 -2.62 0.00
B -0.52 -4.48 -1.50 0.00
H -2.36 0.30 1.12 0.01
N -1.82 -3.66 -1.26 0.00
C 1.72 -4.29 1.49 0.00
H -0.24 4.64 1.36 0.00
C 0.75 3.13 -1.59 0.00
H 3.32 0.34 2.37 0.00
C -1.55 3.26 -0.72 0.00
H -0.53 0.96 -2.28 0.00
H 0.21 0.91 3.81 0.00
H -1.74 3.80 2.26 0.00
H -1.92 -0.16 -2.45 0.00
H 2.34 -4.65 2.30 0.00
C 0.64 -4.30 -3.89 0.01
C -0.82 -0.07 -2.52 0.00
C 2.07 2.69 2.66 0.01
C 2.92 2.08 0.37 0.00
H 1.80 3.72 2.41 0.00
P 0.18 1.67 0.80 0.11
H -3.37 -5.08 -1.38 0.00
H 3.94 1.84 0.73 0.00
```

=====

# 5
ORCA calculation (ωB97M-V/def2-TZVPD) on a structure of composition C10H12FO15Pb.

Output
Kohn-Sham gap   7.9 eV
Lowest unoccupied orbital energy   2.5 eV
Charge   -1
Energy relative to the best compared isomer or geometry (same formula, charge and spin)   0.00 kcal/mol

Geometry as XYZ:
```
39
Properties=species:S:1:pos:R:3:lowdin_charge:R:1
O -5.00 -0.62 1.25 0.06
C -3.85 0.02 0.86 -0.85
H 2.72 4.17 3.42 0.17
C -0.81 -3.89 -1.96 -0.09
O 2.61 1.17 2.24 0.09
O -1.27 -2.64 -1.48 0.09
H 1.20 -6.00 -1.65 0.09
O -3.63 0.17 -0.37 -0.12
O -3.11 0.52 1.73 -0.10
O -0.72 0.98 -2.76 -0.09
H 4.36 2.24 2.58 0.14
H 1.90 -5.24 -0.23 0.09
O 0.57 -3.04 -0.33 0.09
Pb -1.20 1.22 -0.07 1.78
H -5.36 -0.85 0.37 0.10
H 3.47 1.87 4.02 0.14
H 0.21 -5.76 -0.25 0.09
H -0.73 5.78 0.29 0.09
O 1.34 0.60 -3.59 0.06
C 3.34 2.13 2.96 -0.09
H 1.33 -3.57 -2.17 0.16
O -2.45 3.53 -0.43 -0.08
O -0.78 -1.32 0.25 0.07
H -1.43 -4.71 -1.60 0.13
C 1.31 1.57 2.24 -0.52
O -1.62 5.63 -0.07 0.06
F 2.80 3.87 1.44 0.09
O 0.39 0.87 1.98 0.09
O 0.96 0.70 -1.36 -0.12
C 2.55 3.39 2.68 -0.30
O -0.33 3.80 0.10 -0.13
C 0.50 0.77 -2.52 -0.84
H -0.89 -3.88 -3.05 0.13
C -1.49 4.25 -0.13 -0.83
H 0.73 0.87 -4.29 0.10
C 1.00 -5.30 -0.84 -0.03
C -0.49 -2.22 -0.47 -0.54
O 1.24 2.87 2.65 0.14
C 0.63 -3.96 -1.44 -0.29
```

=====

# 6
ORCA calculation (ωB97M-V/def2-TZVPD) on a structure of composition C28H66BBr6O32P6.

Output
Kohn-Sham gap (spin up / spin down)   2.3 / 6.1 eV
Lowest unoccupied orbital energy (spin up / spin down)   3.3 / 3.3 eV
<S²>   0.754
Charge   -2
Spin multiplicity   2

Geometry as XYZ:
```
139
Properties=species:S:1:pos:R:3:lowdin_spin:R:1
H 2.88 6.43 0.47 0.00
O -1.27 2.62 7.44 0.00
H 3.57 -0.88 -5.87 0.00
C -3.13 0.64 4.69 0.00
C -1.01 0.87 -6.91 0.00
C -0.71 -1.18 0.84 0.23
H 0.67 -2.89 -6.12 0.00
H 2.12 -2.22 -6.90 0.00
C 1.33 -1.02 -3.18 0.00
H -2.26 0.31 4.13 0.00
C 1.43 -4.81 0.28 0.00
C -1.75 2.61 8.73 0.00
O 1.86 0.03 -7.74 0.00
H 4.45 -0.32 -8.50 0.00
H 2.83 2.67 4.67 0.00
O 4.31 -0.40 2.62 0.00
C -7.31 2.45 2.42 0.00
C 6.74 1.11 2.62 0.00
P 0.52 5.52 -1.30 0.00
Br 6.88 -0.02 -7.77 0.00
H -1.90 1.46 -7.12 0.00
H -0.67 2.22 -1.75 0.00
H 3.54 -1.96 1.33 0.00
O 0.92 5.97 0.19 0.00
Br 2.34 -7.46 0.58 0.00
H 1.42 -3.77 -7.43 0.00
H 4.46 -4.36 -1.33 0.00
C 0.53 0.80 4.74 0.00
O 3.60 -2.00 -2.80 0.00
Br 6.31 -6.32 0.56 0.00
H -2.36 2.82 3.13 0.00
H 4.62 3.22 4.63 0.00
H -7.82 -2.02 -2.77 0.00
O -0.31 1.11 1.65 0.18
O -4.25 2.93 2.22 0.00
H -9.25 -2.53 2.26 0.00
O -7.22 -4.38 0.03 0.00
H -7.74 1.81 1.65 0.00
H 2.11 -4.88 -0.58 0.00
C -0.02 0.18 0.88 0.21
C -0.22 3.12 -2.18 0.00
H 0.58 -1.07 7.37 0.00
H 5.00 -7.03 -1.53 0.00
H -2.74 2.31 9.07 0.00
P -0.09 1.61 7.15 0.00
H 0.46 2.85 -2.99 0.00
P 0.63 -0.53 -8.40 0.00
O 1.40 6.08 -2.38 0.00
H -2.43 2.65 1.34 0.00
O 0.42 3.91 -1.22 0.00
H -4.63 -1.17 1.92 0.00
O -4.98 3.11 4.73 0.00
O -0.22 -1.87 -0.16 0.08
H 2.01 5.84 1.91 0.00
H 7.56 1.63 3.10 0.00
Br 5.48 -4.52 -3.76 0.00
O 4.14 1.25 4.41 0.00
C -7.04 -2.76 -2.59 0.00
O -5.36 -2.61 0.76 0.00
P -4.90 2.21 3.56 0.00
H -7.47 -3.76 -2.49 0.00
C 2.49 -1.60 -2.36 0.00
C 4.88 -0.05 -7.54 0.00
O -7.80 -2.10 0.85 0.00
H 5.99 -4.06 -1.15 0.00
C 1.19 -2.77 -7.07 0.00
O 1.27 2.13 7.30 0.00
H 1.37 1.34 -10.04 0.00
Br -0.36 -5.73 0.06 0.00
H -7.73 -1.85 2.94 0.00
H -4.57 -0.67 0.17 0.00
C 4.24 -1.13 1.39 0.00
H 2.30 4.70 0.53 0.00
O 0.82 0.25 -0.13 0.07
H -6.28 -2.84 -3.37 0.00
H 0.80 1.65 4.11 0.00
O -6.31 1.72 3.02 0.00
H -6.06 -0.69 1.07 0.00
H -1.13 0.11 -6.13 0.00
H 0.82 -0.65 9.09 0.00
O 0.31 -2.08 -7.99 0.00
H 1.43 0.37 5.17 0.00
C -2.86 3.14 2.21 0.00
O 0.79 -0.68 -10.02 0.00
H 5.23 -0.89 -5.56 0.00
H -3.10 5.97 -0.72 0.00
O -0.46 1.28 5.61 0.00
H -8.25 2.58 2.97 0.00
O -6.49 -2.20 -1.36 0.00
O -0.67 0.27 8.00 0.00
C 3.88 2.46 4.86 0.00
H -0.01 0.14 4.05 0.00
Br 4.90 -2.78 -7.18 0.00
H 1.53 -5.76 2.29 0.00
H 1.26 -3.73 0.32 0.00
C 1.18 0.45 -10.65 0.00
O 2.12 -1.53 -1.12 0.00
C -8.16 -2.47 2.16 0.00
H -0.61 -1.60 8.63 0.00
H -2.72 4.77 -1.82 0.00
H -7.86 -3.49 2.40 0.00
H -7.07 3.36 1.88 0.00
H -1.02 2.17 9.41 0.00
H 0.44 0.78 -11.38 0.00
H -2.90 1.58 5.19 0.00
B 0.77 -1.02 -0.91 0.01
H -3.33 -0.13 5.43 0.00
H 6.62 -6.53 -1.83 0.00
C 5.39 -4.77 -1.72 0.00
O -4.16 0.78 3.72 0.00
C 4.53 -0.99 -6.38 0.00
O 0.29 -0.88 -2.31 0.00
O 2.91 1.79 2.12 0.00
H -2.07 4.65 -0.20 0.00
C 2.11 -5.63 1.38 0.00
C -2.25 5.35 -1.02 0.00
H 2.09 0.19 -11.18 0.00
H 4.44 0.92 -7.32 0.00
P 4.11 1.19 2.80 0.00
C 0.09 -0.83 8.31 0.00
O -1.02 6.06 -1.39 0.00
C -5.12 -1.21 0.95 0.00
H 3.08 -5.16 1.58 0.00
H 7.14 0.73 1.68 0.00
H -1.79 3.67 8.97 0.00
C 5.72 -6.25 -1.29 0.00
H 5.16 -1.64 1.11 0.00
C 2.13 5.73 0.83 0.00
H 4.15 -0.36 0.62 0.00
H -0.19 1.56 -6.73 0.00
H -1.09 3.69 -2.49 0.00
O -0.79 0.28 -8.13 0.00
O 5.56 1.83 2.51 0.00
H -2.72 4.21 2.05 0.00
O -1.71 -1.59 1.57 0.20
P -6.75 -2.98 0.06 0.00
H 3.86 2.40 5.95 0.00
O 1.28 -0.85 -4.44 0.00
H 6.66 0.27 3.30 0.00
```